Molecular formula: C4H8N2O2
Method: DFT, the ωB97M-V functional and the def2-TZVPD basis

```
16
Properties=species:S:1:pos:R:3
C 1.256 -1.653 0.344
N 0.973 -0.385 -0.260
N 2.079 0.452 -0.216
C -0.162 0.002 -0.914
O -0.291 1.061 -1.459
O -1.181 -0.864 -0.743
H 0.330 -2.081 0.635
H 1.816 -2.299 -0.291
H 1.927 -1.791 1.237
H 1.777 1.342 -0.003
H 2.748 0.521 -1.038
H -1.836 -0.397 -1.410
C -2.184 0.937 1.139
C -2.257 2.121 0.985
H -2.444 -0.060 1.351
H -2.551 3.093 0.644
```

Output
Energy above the lowest of the compared OMol25 structures with the same formula, charge and spin ... 108.89 kcal/mol
HOMO-LUMO gap ... 10.0 eV
Structure (SMILES) ... CN(N)C(=O)O.C#C
Lowest unoccupied orbital energy ... 0.828 eV
Charge ... 0


Molecular formula: C58H116Br2O28S14
Method: DFT, the ωB97M-V functional and the def2-TZVPD basis

```
218
Properties=species:S:1:pos:R:3
C -6.565 -6.665 -3.610
C -7.470 -5.545 -3.131
C -6.608 -4.287 -2.897
S -5.154 -4.587 -3.904
O -3.832 -4.892 -3.159
O -5.139 -3.594 -4.995
C -5.647 -6.200 -4.616
H -7.147 -7.525 -3.939
H -6.048 -7.116 -2.763
H -8.183 -5.995 -2.440
H -8.110 -5.262 -3.966
H -6.206 -4.050 -1.912
H -7.012 -3.327 -3.217
H -4.727 -6.729 -4.862
H -6.257 -6.143 -5.518
C -6.287 1.082 -3.163
C -5.337 2.310 -2.694
C -3.906 1.909 -3.245
S -3.840 0.060 -2.903
O -3.944 -0.294 -1.458
O -3.035 -0.760 -3.774
C -5.545 -0.299 -3.544
H -7.023 1.464 -3.870
H -6.647 0.800 -2.173
H -5.179 2.417 -1.620
H -5.636 3.203 -3.243
H -2.976 2.371 -2.915
H -3.944 1.967 -4.332
H -5.916 -1.279 -3.245
H -5.374 -0.193 -4.616
C 3.250 -1.053 5.205
C 3.177 -2.265 4.294
C 3.789 -1.870 2.887
S 4.836 -0.394 3.168
O 4.728 0.457 1.909
O 6.096 -0.690 3.761
C 3.600 0.129 4.479
H 4.115 -1.136 5.864
H 2.345 -0.931 5.800
H 2.123 -2.395 4.046
H 3.495 -3.181 4.792
H 3.035 -1.595 2.149
H 4.533 -2.505 2.406
H 2.807 0.539 3.854
H 4.184 0.882 5.009
C 0.048 3.626 5.492
C -0.539 2.944 4.284
C -1.804 3.758 3.676
S -2.593 4.442 5.215
O -3.735 3.530 5.635
O -2.850 5.870 4.968
C -1.074 4.010 6.347
H 0.583 4.452 5.022
H 0.824 3.175 6.112
H -1.033 2.027 4.604
H 0.194 2.759 3.498
H -2.457 3.144 3.057
H -1.438 4.610 3.104
H -1.418 3.311 7.109
H -1.003 4.934 6.922
C -7.715 5.146 1.130
C -7.037 6.121 2.295
C -5.480 6.265 2.084
S -5.060 4.908 0.838
O -4.656 3.662 1.536
O -4.058 5.415 -0.104
C -6.699 4.976 0.019
H -8.663 5.527 0.753
H -7.895 4.133 1.491
H -7.343 5.753 3.275
H -7.396 7.121 2.050
H -4.823 6.060 2.930
H -5.114 7.205 1.672
H -6.663 4.033 -0.527
H -6.702 5.850 -0.631
C 3.775 -1.437 -4.636
C 3.883 -0.576 -5.947
C 3.108 0.806 -5.677
S 2.173 0.574 -4.028
O 0.733 0.865 -4.108
O 3.048 1.157 -2.972
C 2.561 -1.163 -3.853
H 4.554 -1.220 -3.906
H 3.816 -2.470 -4.982
H 3.300 -1.122 -6.689
H 4.930 -0.375 -6.173
H 2.436 1.152 -6.462
H 3.676 1.720 -5.507
H 1.735 -1.573 -4.434
H 2.461 -1.358 -2.785
C -3.430 -7.213 0.019
C -4.854 -7.102 0.625
C -4.699 -7.506 2.081
S -3.481 -8.938 2.152
O -4.120 -10.227 2.106
O -2.560 -8.678 3.198
C -2.734 -8.538 0.418
H -2.892 -6.388 0.485
H -3.541 -7.115 -1.061
H -5.448 -7.722 -0.047
H -5.130 -6.061 0.454
H -5.625 -7.806 2.572
H -4.235 -6.815 2.785
H -3.133 -9.348 -0.192
H -1.649 -8.599 0.500
C 2.650 -6.078 0.902
C 4.183 -6.415 0.759
C 4.902 -5.114 0.296
S 3.639 -4.229 -0.785
O 3.845 -4.860 -2.092
O 3.698 -2.738 -0.598
C 2.118 -4.984 -0.001
H 2.542 -5.606 1.879
H 1.967 -6.915 1.047
H 4.323 -7.088 -0.086
H 4.505 -6.931 1.663
H 5.730 -5.079 -0.412
H 5.156 -4.500 1.160
H 1.422 -5.270 -0.790
H 1.872 -4.171 0.682
C 0.959 5.208 -2.658
C -0.127 5.658 -1.732
C -1.299 6.331 -2.555
S -1.096 5.903 -4.312
O -0.424 7.054 -4.943
O -2.254 5.285 -4.832
C 0.295 4.715 -3.961
H 1.676 4.514 -2.219
H 1.460 6.054 -3.129
H 0.216 6.525 -1.168
H -0.372 4.802 -1.102
H -1.580 7.356 -2.312
H -2.188 5.724 -2.381
H 0.935 4.499 -4.816
H -0.191 3.758 -3.770
C 8.301 0.105 -1.714
C 6.916 0.414 -2.349
C 5.839 -0.257 -1.422
S 6.579 -1.885 -1.050
O 6.434 -2.869 -2.142
O 6.335 -2.246 0.356
C 8.300 -1.363 -1.024
H 8.568 0.909 -1.027
H 9.125 0.273 -2.407
H 6.800 -0.046 -3.330
H 6.738 1.483 -2.471
H 4.786 -0.445 -1.630
H 5.830 0.246 -0.455
H 8.981 -2.024 -1.561
H 8.607 -1.427 0.020
C 7.275 3.460 3.901
C 6.989 4.332 5.195
C 5.540 4.009 5.647
S 4.609 4.332 3.980
O 4.385 5.726 3.712
O 3.476 3.437 3.900
C 6.063 3.853 2.894
H 7.215 2.418 4.216
H 8.324 3.506 3.609
H 7.109 5.386 4.946
H 7.784 4.030 5.876
H 5.056 4.571 6.446
H 5.338 2.943 5.748
H 6.259 4.786 2.367
H 5.670 3.136 2.173
C -0.457 0.134 -1.052
C 0.237 1.130 -0.041
C 0.973 0.397 1.006
S -0.258 -0.876 1.635
O -1.066 -0.217 2.641
O 0.346 -2.183 1.957
C -1.281 -0.869 0.010
H 0.185 -0.443 -1.717
H -1.118 0.736 -1.675
H -0.573 1.675 0.443
H 0.866 1.813 -0.611
H 1.573 0.956 1.724
H 1.682 -0.185 0.417
H -2.337 -0.600 0.043
H -1.372 -1.935 -0.199
C -6.436 -3.297 3.408
C -5.063 -2.370 3.338
C -4.436 -2.582 4.724
S -5.656 -3.102 6.007
O -5.881 -2.136 7.046
O -5.436 -4.510 6.353
C -7.080 -3.076 4.729
H -6.198 -4.342 3.209
H -7.144 -3.020 2.626
H -5.191 -1.317 3.087
H -4.424 -2.706 2.521
H -3.993 -1.621 4.985
H -3.701 -3.381 4.818
H -7.582 -2.114 4.834
H -7.802 -3.808 5.091
C 4.947 4.638 -1.049
C 5.356 4.228 -2.434
C 5.979 5.326 -3.263
S 5.823 6.804 -2.194
O 4.528 7.454 -2.298
O 7.101 7.478 -2.191
C 5.776 5.810 -0.604
H 5.026 3.776 -0.386
H 3.942 5.055 -1.112
H 4.691 3.613 -3.039
H 6.134 3.477 -2.301
H 5.471 5.623 -4.181
H 7.065 5.272 -3.336
H 5.556 6.419 0.273
H 6.830 5.614 -0.408
Br 0.387 -2.167 -6.564
C -0.910 -2.191 -5.094
C -0.923 -3.581 -4.514
Br 0.752 -3.971 -3.601
H -1.872 -2.003 -5.570
H -0.655 -1.488 -4.301
H -1.016 -4.319 -5.310
H -1.637 -3.746 -3.707
```

Output
HOMO-LUMO gap ... 9.6 eV
Lowest unoccupied orbital energy ... -0.235 eV
Charge ... 0